Entry 1:
Formula: C11H5CrNO4
Source: the Open Molecules 2025 dataset
Level of theory: ωB97M-V with the def2-TZVPD basis set

XYZ file:
```
22
Properties=species:S:1:pos:R:3:forces:R:3
Cr 0.39680 -0.88239 -3.19799 -1.3 6.2 1.8
O -1.45130 4.93917 -2.79171 0.5 -1.7 0.1
C -1.13209 3.85462 -2.72553 -0.5 1.6 -0.1
C 1.59968 -2.13447 -2.82029 8.8 -2.0 -0.3
O 2.74779 -2.14776 -2.91164 -3.8 -1.1 0.8
C -0.71772 -2.11345 -2.48956 -9.9 -2.1 2.4
O -1.83144 -2.31160 -2.16352 6.2 0.1 -1.4
C -0.14648 -0.37899 -5.13279 -2.6 -0.5 -9.0
O -0.48924 -0.39323 -6.25937 2.3 0.4 7.4
N 0.22969 -0.01737 -1.26347 -0.9 -1.3 -0.3
C -0.18170 -0.07565 -0.13831 1.3 0.3 0.9
C -0.17996 -0.03422 1.29414 -1.0 -0.2 -1.7
C -1.27347 0.17901 2.17741 -1.1 0.6 1.7
C -1.02005 0.41516 3.55345 -1.0 -0.2 -1.5
C 0.29978 0.32154 4.06798 0.1 0.2 0.1
C 1.37231 0.06810 3.18258 0.4 -0.4 -1.6
C 1.10802 -0.17261 1.82799 2.4 0.1 1.1
H -2.29104 0.16394 1.75793 0.5 0.3 0.5
H -1.83985 0.68022 4.24853 0.4 -0.4 -0.6
H 0.50125 0.43181 5.15647 -0.3 0.0 -0.9
H 2.41374 0.06322 3.52511 -0.5 -0.2 0.0
H 1.88529 -0.45505 1.10260 0.0 0.4 0.8
```
Positions in Å, forces in eV/Å.

Values from the calculation:
HOMO level (spin up / spin down), eV: -20.38 / -20.26
Multiplicity: 4
Charge: +3
Total energy, Eh: -1820.90682
Max |F|, eV/Å: 10.42

Mulliken population analysis, charges in e, atoms 1 to 2: 0.56 -0.09

Entry 2:
Formula: C11H66NO21
Source: the Open Molecules 2025 dataset
Level of theory: ωB97M-V with the def2-TZVPD basis set

XYZ file:
```
99
Properties=species:S:1:pos:R:3:forces:R:3
C -1.36889 -0.23432 -3.80071 -4.5 -2.6 1.4
C -1.90470 -0.10615 -2.37012 0.3 -2.6 -0.3
C -0.67621 -0.03506 -1.48978 -2.1 1.1 2.6
C -1.06704 -0.11520 0.03216 -1.4 -4.8 -2.0
N 0.04044 -0.21465 1.01147 -3.0 -0.3 1.9
C 0.71389 1.07074 1.11240 2.6 3.6 0.5
C 2.19878 0.78892 0.72839 2.1 3.0 -1.9
C 2.22340 -0.54194 0.05716 -0.7 -1.0 0.5
C 1.07255 -1.26647 0.78797 1.8 -0.7 -1.4
C -0.67433 -0.45911 2.42630 -4.5 0.7 -1.4
C -1.47247 -1.82558 2.51364 6.1 -1.3 1.4
C -1.57310 -2.26128 4.02591 16.8 7.6 -2.6
H -0.50109 0.14602 -4.02257 5.1 2.7 -0.2
H -2.01982 0.30706 -4.43876 -1.0 -0.3 -1.1
H -1.19711 -1.27866 -4.01935 -0.7 -0.5 -0.6
H -2.66466 -0.91935 -2.07385 1.5 0.5 -0.6
H -2.53508 0.70574 -2.36842 -0.9 2.5 0.6
H -0.35556 0.97618 -1.59795 1.3 0.5 -0.7
H -0.01729 -0.82151 -1.79997 0.7 -0.2 0.1
H -1.65200 -1.14564 0.06523 1.4 1.8 0.3
H -1.82665 0.53270 0.40870 0.0 1.2 -0.1
H 0.69616 1.46245 2.19145 -0.3 -0.6 -1.7
H 0.32338 1.94190 0.45070 0.0 -1.9 1.0
H 2.94279 0.97449 1.52696 -0.8 -0.8 0.1
H 2.69499 1.50130 -0.06633 -1.6 -0.7 1.4
H 3.17986 -1.08925 0.20041 -0.6 0.4 -0.3
H 1.91900 -0.44563 -1.01373 0.6 -0.1 0.7
H 1.39458 -1.59002 1.74562 0.4 -0.1 1.1
H 0.95113 -2.20876 0.21753 -1.7 0.7 0.3
H -1.55400 0.37855 2.73159 1.9 -1.8 -2.1
H -0.08667 -0.04826 3.17928 2.3 -0.8 1.3
H -0.90443 -2.66178 1.87181 -1.5 1.8 1.3
H -2.43691 -1.70571 2.29228 -3.5 0.6 -2.0
H -2.37046 -2.56291 4.15605 -13.5 -6.6 2.8
H -1.52759 -1.26691 4.59677 -0.1 -1.3 -0.4
H -0.54279 -2.78225 4.28941 -2.8 0.5 -0.1
O -5.14208 -1.45364 3.56812 0.2 1.3 0.8
H -5.13120 -1.75978 4.47673 0.0 0.3 0.4
H -5.25972 -2.25618 3.10956 -0.1 -1.6 -1.2
O -0.84151 2.60667 4.01228 -0.5 -0.9 0.4
H -1.66410 2.08253 4.22278 0.9 1.2 -0.3
H -0.23439 2.49150 4.75389 -0.3 -0.1 0.1
O -2.92583 3.45062 -1.79333 2.0 -0.3 -1.6
H -3.47403 3.45755 -1.06431 -2.5 0.0 2.2
H -2.10377 3.70182 -1.33037 0.5 0.3 -0.6
O 2.30121 -4.29862 0.22401 -1.3 -2.3 -0.2
H 1.92870 -5.19495 -0.12711 1.3 2.7 0.6
H 2.61398 -3.74987 -0.49753 0.0 -0.4 -0.4
O 2.08539 1.02795 -3.33669 0.2 1.3 0.8
H 1.89430 0.10410 -3.49618 0.0 -0.4 -1.1
H 2.22659 1.58069 -4.12359 -0.3 -0.9 0.1
O -0.59224 4.48536 -0.62854 -0.1 -0.3 4.2
H -0.30838 4.47599 0.40788 -1.3 0.1 -3.1
H 0.24557 4.37606 -1.05504 1.1 0.2 -0.8
O 2.03521 -1.64731 -4.37083 -0.1 0.1 1.2
H 1.28940 -2.25400 -4.23351 0.4 0.3 -0.8
H 2.28530 -1.53646 -5.28908 -0.4 -0.4 -0.3
O -4.51391 -0.67560 -5.58462 -1.8 1.2 2.4
H -4.81146 -0.38173 -4.63213 1.0 -0.9 -2.8
H -5.29892 -0.41707 -6.11645 0.7 -0.3 0.3
O 3.61925 3.72225 1.57710 -4.4 1.9 0.1
H 3.27610 3.57655 2.45919 0.2 0.0 0.1
H 4.45063 3.39341 1.53334 4.1 -1.9 -0.2
O 5.67818 1.72266 0.70884 2.8 2.5 4.5
H 6.54316 2.23769 0.62904 -2.0 -1.5 -0.4
H 5.37486 1.37133 -0.06221 -1.0 -1.0 -4.1
O -3.84156 0.19574 1.60950 3.4 2.3 -6.1
H -4.28457 -0.03041 2.30684 -3.5 -2.8 7.5
H -4.61017 0.34579 1.06965 -0.2 0.4 -1.4
O 1.51886 3.91847 -2.21828 -1.9 0.9 -0.3
H 0.99280 3.10109 -2.25490 1.6 -0.1 -0.1
H 2.45828 3.94818 -2.10199 0.6 -1.2 0.2
O -1.90319 -3.28525 -0.88134 3.5 3.6 4.1
H -1.39235 -4.04689 -0.86203 2.4 -2.1 0.7
H -2.50434 -3.59420 -1.41752 -5.9 -1.7 -4.8
O 2.38850 -3.12816 4.78697 2.4 -0.1 -1.6
H 1.52625 -3.43050 5.05616 0.0 -1.0 -0.4
H 2.94338 -3.70552 4.13788 -2.4 1.1 2.0
O 5.00778 -1.28277 -1.73608 0.1 3.7 3.8
H 4.38858 -1.92302 -1.79765 -3.1 -3.2 -0.4
H 5.58648 -1.39877 -2.40096 3.2 -0.8 -3.6
O -3.70162 2.25090 3.76699 -1.2 9.1 7.1
H -4.34033 3.11431 3.51145 2.8 -3.2 1.6
H -3.85156 1.81403 3.07010 -1.4 -6.0 -8.7
O 4.96184 -1.02915 2.05994 -0.2 0.1 0.7
H 5.02675 -0.88323 3.01936 0.0 -0.3 -0.4
H 5.05408 -0.13365 1.71980 0.3 0.3 -0.3
O -2.31765 -1.36561 -7.53233 2.4 -2.2 -8.5
H -2.88648 -1.07646 -6.91358 -3.9 1.7 2.9
H -2.74731 -1.41428 -8.61340 1.6 0.5 5.7
O 4.47081 1.41452 -2.00011 -4.2 2.1 -1.3
H 3.60441 1.11910 -2.54435 2.1 1.2 1.7
H 4.95415 0.65149 -2.07642 2.0 -3.0 -0.1
O -0.19928 4.67856 2.15127 0.6 -0.6 1.0
H -0.23140 4.04207 2.89655 -1.0 -0.2 -0.6
H 0.65319 5.05426 2.37487 0.4 0.8 -0.5
O -4.00504 -3.89458 1.82912 -1.8 1.8 -3.3
H -3.10270 -4.05321 1.46710 -1.1 0.4 0.0
H -4.58499 -3.41202 1.01849 2.8 -2.1 3.2
```
Positions in Å, forces in eV/Å.

Values from the calculation:
HOMO level, eV: -12.36
Charge: +1
Total energy, Eh: -2092.91241
Max |F|, eV/Å: 18.59
Energy above the lowest of the compared OMol25 structures with the same formula, charge and spin, kcal/mol: 50.4

Mulliken population analysis, charges in e, atoms 1 to 2: -1.65 -0.79

Please write out number 1 again, unchanged.
Formula: C11H5CrNO4
Source: the Open Molecules 2025 dataset
Level of theory: ωB97M-V with the def2-TZVPD basis set

XYZ file:
```
22
Properties=species:S:1:pos:R:3:forces:R:3
Cr 0.39680 -0.88239 -3.19799 -1.3 6.2 1.8
O -1.45130 4.93917 -2.79171 0.5 -1.7 0.1
C -1.13209 3.85462 -2.72553 -0.5 1.6 -0.1
C 1.59968 -2.13447 -2.82029 8.8 -2.0 -0.3
O 2.74779 -2.14776 -2.91164 -3.8 -1.1 0.8
C -0.71772 -2.11345 -2.48956 -9.9 -2.1 2.4
O -1.83144 -2.31160 -2.16352 6.2 0.1 -1.4
C -0.14648 -0.37899 -5.13279 -2.6 -0.5 -9.0
O -0.48924 -0.39323 -6.25937 2.3 0.4 7.4
N 0.22969 -0.01737 -1.26347 -0.9 -1.3 -0.3
C -0.18170 -0.07565 -0.13831 1.3 0.3 0.9
C -0.17996 -0.03422 1.29414 -1.0 -0.2 -1.7
C -1.27347 0.17901 2.17741 -1.1 0.6 1.7
C -1.02005 0.41516 3.55345 -1.0 -0.2 -1.5
C 0.29978 0.32154 4.06798 0.1 0.2 0.1
C 1.37231 0.06810 3.18258 0.4 -0.4 -1.6
C 1.10802 -0.17261 1.82799 2.4 0.1 1.1
H -2.29104 0.16394 1.75793 0.5 0.3 0.5
H -1.83985 0.68022 4.24853 0.4 -0.4 -0.6
H 0.50125 0.43181 5.15647 -0.3 0.0 -0.9
H 2.41374 0.06322 3.52511 -0.5 -0.2 0.0
H 1.88529 -0.45505 1.10260 0.0 0.4 0.8
```
Positions in Å, forces in eV/Å.

Values from the calculation:
HOMO level (spin up / spin down), eV: -20.38 / -20.26
Multiplicity: 4
Charge: +3
Total energy, Eh: -1820.90682
Max |F|, eV/Å: 10.42

Mulliken population analysis, charges in e, atoms 1 to 2: 0.56 -0.09

Q: The lowest max |F| belongs to which entry?
A: C11H5CrNO4

Q: Which of these has the highest total energy?
A: C11H5CrNO4

Q: What is the charge in the second record?
A: +1